No. 1
DFT (ωB97M-V/def2-TZVPD) results for a molecular structure, C41H60AsINiO4PS3Si.

## Properties
LUMO (alpha / beta): -3.2 / -3.2 eV
HOMO level (alpha / beta): -10.077 / -10.301 eV
HOMO-LUMO gap (alpha / beta): 6.839 / 7.079 eV

```
! RIJCOSX wB97M-V def2-TZVPD def2/J DEFGRID3
* xyz 1 3
Ni 0.721 0.260 0.024
I -0.224 3.716 1.210
C 1.627 1.945 3.336
C 1.610 3.172 3.945
C 2.435 3.474 5.041
C 3.212 2.497 5.572
C 3.225 1.201 5.005
C 3.966 0.196 5.669
C 3.973 -1.086 5.214
C 3.314 -1.373 4.011
C 2.631 -0.421 3.285
P 2.118 -1.030 1.632
C 3.724 -1.538 0.899
C 4.962 -1.171 1.427
C 6.143 -1.551 0.804
C 6.114 -2.320 -0.349
C 4.891 -2.682 -0.894
C 3.715 -2.275 -0.286
C 1.260 -2.570 2.120
C 0.268 -2.444 3.089
C -0.502 -3.535 3.456
C -0.282 -4.770 2.861
C 0.715 -4.906 1.907
C 1.483 -3.810 1.533
C 2.485 0.899 3.820
H 0.931 3.935 3.597
H 2.404 4.464 5.474
H 3.819 2.681 6.449
H 4.504 0.468 6.568
H 4.501 -1.868 5.743
H 3.384 -2.380 3.618
H 5.022 -0.575 2.328
H 7.089 -1.247 1.231
H 7.037 -2.631 -0.821
H 4.851 -3.273 -1.801
H 2.774 -2.543 -0.737
H 0.104 -1.488 3.577
H -1.271 -3.421 4.209
H -0.880 -5.625 3.148
H 0.904 -5.869 1.452
H 2.261 -3.941 0.795
C -4.336 0.193 0.866
C -2.929 -0.299 1.181
C -2.802 -1.797 0.928
C -2.591 0.027 2.627
O -1.949 0.374 0.350
Si -2.199 0.946 -1.192
S -0.260 1.212 -1.930
O -2.992 -0.263 -1.987
C -3.915 -0.236 -3.088
C -4.029 -1.666 -3.598
C -3.358 0.659 -4.190
C -5.282 0.231 -2.604
O -3.172 2.248 -1.140
C -3.401 3.617 -1.504
C -2.251 4.151 -2.344
C -3.568 4.397 -0.205
C -4.703 3.710 -2.293
H -5.035 -0.252 1.575
H -4.644 -0.092 -0.141
H -4.394 1.278 0.954
H -3.420 -2.353 1.636
H -1.763 -2.108 1.054
H -3.125 -2.041 -0.085
H -3.282 -0.492 3.294
H -2.667 1.101 2.813
H -1.583 -0.303 2.864
H -3.129 -1.959 -4.139
H -4.876 -1.756 -4.280
H -4.186 -2.350 -2.763
H -2.350 0.336 -4.457
H -3.299 1.697 -3.866
H -3.988 0.611 -5.079
H -5.747 -0.538 -1.984
H -5.938 0.420 -3.456
H -5.197 1.143 -2.019
H -1.304 4.093 -1.809
H -2.448 5.192 -2.608
H -2.140 3.575 -3.263
H -2.650 4.399 0.380
H -4.356 3.944 0.397
H -3.848 5.430 -0.418
H -4.659 3.133 -3.215
H -4.895 4.751 -2.555
H -5.541 3.350 -1.696
O 0.421 -1.670 -0.718
S 0.555 -2.685 -1.832
C 1.019 -1.790 -3.356
C -0.099 -2.011 -4.379
C -0.833 -3.281 -3.944
C -1.082 -3.087 -2.454
H 1.979 -2.190 -3.680
H 1.130 -0.749 -3.053
H 0.298 -2.089 -5.390
H -0.784 -1.161 -4.344
H -0.199 -4.157 -4.112
H -1.761 -3.451 -4.486
H -1.452 -3.966 -1.928
H -1.713 -2.219 -2.242
C 2.461 3.411 -1.563
As 2.704 1.697 -0.685
C 3.930 0.894 -1.966
C 3.956 2.219 0.715
S 0.329 1.606 2.129
H 3.370 3.636 -2.121
H 2.286 4.185 -0.820
H 1.609 3.352 -2.236
H 3.444 0.857 -2.941
H 4.214 -0.111 -1.664
H 4.820 1.519 -2.035
H 4.783 2.776 0.275
H 4.348 1.335 1.214
H 3.450 2.847 1.448
*
```


No. 2
DFT (ωB97M-V/def2-TZVPD) results for a molecular structure, C41H60BBrN8OReS3Si.

## Properties
LUMO (alpha / beta): 0.1 / 0.1 eV
HOMO level (alpha / beta): -6.153 / -6.173 eV
HOMO-LUMO gap (alpha / beta): 6.252 / 6.272 eV
Relative energy (zero: lowest compared OMol25 entry of this formula, charge and spin): 22.72 kJ/mol

```
! RIJCOSX wB97M-V def2-TZVPD def2/J DEFGRID3
* xyz 0 2
Re 1.688 -1.291 0.112
C 0.086 3.311 6.060
C 1.443 3.495 5.368
C 2.546 2.898 6.255
C 1.712 4.992 5.217
C 1.424 2.777 4.018
C 1.290 1.390 3.966
C 1.254 0.769 2.742
Br 1.003 -1.116 2.674
C 1.356 1.412 1.496
O 1.181 0.737 0.378
C 1.553 2.810 1.545
C 1.549 3.433 2.801
C 1.814 3.723 0.325
C 0.615 4.664 0.130
C 3.072 4.569 0.600
C 2.066 2.997 -1.000
H 0.083 3.798 7.039
H -0.141 2.253 6.210
H -0.715 3.750 5.460
H 2.594 3.430 7.208
H 3.518 2.977 5.766
H 2.365 1.843 6.472
H 1.750 5.455 6.205
H 0.924 5.491 4.648
H 2.668 5.179 4.723
H 1.200 0.794 4.867
H 1.679 4.506 2.816
H 0.293 5.123 1.067
H -0.238 4.122 -0.297
H 0.866 5.464 -0.571
H 2.922 5.306 1.391
H 3.359 5.107 -0.306
H 3.904 3.926 0.894
H 1.261 2.329 -1.282
H 2.971 2.389 -0.973
H 2.190 3.750 -1.783
B 3.735 -3.391 1.796
N 4.371 -2.055 1.317
C 5.658 -1.702 1.263
C 5.752 -0.390 0.832
C 4.432 -0.004 0.622
N 3.605 -1.007 0.931
N 3.005 -4.037 0.577
C 3.120 -5.280 0.106
C 2.246 -5.438 -0.961
C 1.634 -4.197 -1.079
N 2.097 -3.348 -0.151
H 4.611 -4.146 2.152
H 2.924 -3.162 2.662
H 6.422 -2.402 1.558
H 6.642 0.197 0.687
H 4.029 0.934 0.275
H 3.818 -5.967 0.555
H 2.079 -6.318 -1.557
H 0.906 -3.863 -1.798
C -1.400 0.903 -1.249
C -1.807 0.580 0.146
N -2.346 -0.548 0.638
C -2.521 -0.365 2.014
C -2.059 0.855 2.342
N -1.639 1.426 1.159
H -0.482 0.377 -1.509
H -1.192 1.969 -1.316
H -2.181 0.658 -1.963
H -2.923 -1.139 2.640
H -1.970 1.357 3.288
H -1.144 2.303 1.077
C -1.699 -2.213 -1.632
Si -2.940 -2.043 -0.272
C -4.671 -1.584 -0.866
C -5.317 -2.800 -1.553
C -4.593 -0.444 -1.891
C -5.574 -1.111 0.284
C -2.822 -3.554 0.858
C -3.979 -3.739 1.852
C -1.497 -3.536 1.642
C -2.786 -4.797 -0.062
H -1.685 -3.229 -2.028
H -0.685 -1.986 -1.269
H -1.872 -1.548 -2.477
H -4.714 -3.171 -2.387
H -6.293 -2.513 -1.955
H -5.480 -3.626 -0.859
H -3.988 -0.706 -2.762
H -4.196 0.474 -1.452
H -5.601 -0.215 -2.251
H -5.740 -1.882 1.035
H -6.552 -0.835 -0.123
H -5.172 -0.228 0.787
H -4.100 -2.894 2.533
H -3.773 -4.621 2.467
H -4.935 -3.909 1.354
H -1.547 -2.871 2.506
H -0.641 -3.230 1.033
H -1.284 -4.544 2.013
H -3.602 -4.833 -0.785
H -2.861 -5.690 0.567
H -1.843 -4.867 -0.606
S -0.965 -2.472 -6.387
C 0.065 -1.646 -5.378
S 0.773 -2.373 -3.979
C 1.480 -0.858 -3.480
N 1.250 0.093 -4.326
N 0.489 -0.361 -5.398
C 0.170 0.632 -6.380
C 0.082 0.307 -7.724
C -0.200 1.307 -8.645
C -0.389 2.617 -8.235
C -0.292 2.931 -6.886
C -0.012 1.943 -5.956
S 2.454 -0.595 -2.057
H 0.228 -0.711 -8.048
H -0.265 1.051 -9.695
H -0.602 3.390 -8.962
H -0.436 3.950 -6.552
H 0.083 2.177 -4.905
*
```


No. 3
DFT (ωB97M-V/def2-TZVPD) results for a molecular structure, C41H60BGeN11SSeTi.

## Properties
LUMO (alpha / beta): 2.2 / 2.2 eV
HOMO level (alpha / beta): -2.836 / -3.442 eV
HOMO-LUMO gap (alpha / beta): 5.071 / 5.676 eV
Relative energy (zero: lowest compared OMol25 entry of this formula, charge and spin): 52.32 kJ/mol

```
! RIJCOSX wB97M-V def2-TZVPD def2/J DEFGRID3
* xyz -1 2
Ti -0.278 0.084 0.032
C 3.787 1.017 1.917
C 2.579 1.390 1.314
N 1.716 0.389 1.325
N 2.350 -0.655 1.917
C 3.601 -0.301 2.274
B 1.527 -1.941 2.069
N 1.270 -2.559 0.659
C 1.683 -3.760 0.203
C 1.422 -3.828 -1.148
C 0.846 -2.590 -1.455
N 0.773 -1.837 -0.370
N 0.203 -1.514 2.771
C -0.100 -1.585 4.084
C -1.264 -0.880 4.298
C -1.602 -0.379 3.035
N -0.712 -0.759 2.134
N 2.155 -3.045 2.926
C 1.500 -4.149 3.359
C 2.419 -4.986 3.945
C 3.637 -4.295 3.813
N 3.474 -3.137 3.196
H 4.680 1.605 2.035
H 2.290 2.307 0.825
H 4.252 -1.018 2.740
H 2.144 -4.474 0.864
H 1.634 -4.645 -1.815
H 0.496 -2.190 -2.393
H 0.531 -2.128 4.767
H -1.790 -0.748 5.227
H -2.455 0.203 2.723
H 0.439 -4.257 3.206
H 2.237 -5.945 4.398
H 4.623 -4.590 4.138
N -1.175 1.981 0.921
C -1.013 3.052 1.311
N -0.789 4.294 1.695
C 0.314 4.579 2.615
C 0.132 6.000 3.168
C -1.348 6.370 3.197
C -1.910 6.455 1.769
C -1.233 5.413 0.867
H 1.273 4.481 2.094
H 0.287 3.833 3.409
H 0.674 6.714 2.542
H 0.573 6.055 4.164
H -1.503 7.315 3.721
H -1.890 5.603 3.754
H -1.735 7.449 1.350
H -2.989 6.297 1.787
H -0.359 5.840 0.364
H -1.893 5.033 0.092
S 0.681 1.522 -1.365
C 6.444 0.228 -0.873
Ge 5.957 -1.326 -1.972
C 7.589 -1.783 -2.986
C 5.590 -2.798 -0.729
C 4.371 -1.032 -3.060
Se 2.981 0.011 -2.091
C 3.798 1.705 -2.599
H 7.151 -0.081 -0.101
H 5.553 0.631 -0.391
H 6.909 1.016 -1.468
H 8.420 -1.975 -2.306
H 7.869 -0.958 -3.644
H 7.438 -2.671 -3.602
H 6.438 -2.964 -0.064
H 5.383 -3.724 -1.268
H 4.716 -2.557 -0.119
H 3.882 -1.993 -3.233
H 4.533 -0.553 -4.025
H 4.874 1.569 -2.687
H 3.574 2.439 -1.828
H 3.381 2.051 -3.543
C -6.222 -0.375 1.892
C -4.946 -1.053 1.464
C -4.584 -2.280 2.011
C -3.412 -2.911 1.602
C -2.976 -4.208 2.231
C -2.631 -2.320 0.624
C -2.950 -1.073 0.052
C -4.131 -0.455 0.511
N -2.071 -0.519 -0.870
C -2.650 0.058 -2.107
C -1.661 -0.276 -3.245
C -2.119 0.297 -4.588
C -2.276 1.814 -4.462
C -3.326 2.130 -3.393
C -4.661 1.479 -3.760
C -4.473 -0.037 -3.872
C -3.456 -0.336 -4.974
C -3.985 -0.597 -2.527
C -2.844 1.585 -2.045
H -6.432 -0.549 2.949
H -7.076 -0.752 1.322
H -6.169 0.702 1.727
H -5.215 -2.743 2.765
H -3.820 -4.882 2.392
H -2.512 -4.026 3.205
H -2.244 -4.719 1.603
H -1.724 -2.811 0.285
H -4.384 0.534 0.153
H -1.591 -1.368 -3.308
H -0.680 0.120 -2.984
H -1.366 0.069 -5.350
H -2.573 2.246 -5.426
H -1.318 2.254 -4.170
H -3.456 3.216 -3.320
H -5.038 1.879 -4.709
H -5.407 1.704 -2.989
H -5.434 -0.503 -4.120
H -3.812 0.054 -5.935
H -3.334 -1.419 -5.082
H -3.830 -1.679 -2.603
H -4.770 -0.442 -1.787
H -3.571 1.833 -1.263
H -1.888 2.038 -1.777
*
```


- What is the formula in the first record?
  C41H60AsINiO4PS3Si